{
  "formula": "C38H54F24N8O16S8",
  "method": "ωB97M-V with the def2-TZVPD basis set",
  "elements": ["C", "C", "C", "N", "C", "C", "C", "C", "C", "C", "H", "H", "H", "H", "H", "H", "H", "H", "H", "H", "H", "H", "H", "H", "H", "H", "H", "H", "H", "H", "C", "C", "C", "N", "C", "C", "C", "C", "C", "C", "H", "H", "H", "H", "H", "H", "H", "H", "H", "H", "H", "H", "H", "H", "H", "H", "H", "H", "H", "H", "C", "N", "C", "C", "C", "C", "C", "C", "C", "C", "N", "C", "C", "C", "H", "H", "H", "H", "H", "H", "H", "H", "H", "H", "H", "H", "H", "H", "C", "F", "F", "F", "S", "O", "O", "N", "S", "O", "O", "C", "F", "F", "F", "C", "F", "F", "F", "S", "O", "O", "N", "S", "O", "O", "C", "F", "F", "F", "C", "F", "F", "F", "S", "O", "O", "N", "S", "O", "O", "C", "F", "F", "F", "C", "F", "F", "F", "S", "O", "O", "N", "S", "O", "O", "C", "F", "F", "F"],
  "positions_angstrom": [[0.4210, -1.8915, 3.8448], [1.7969, -2.3751, 3.4222], [2.4081, -1.4437, 2.3653], [3.5682, -2.0054, 1.5628], [3.9326, -1.0343, 0.4445], [2.8594, -0.8141, -0.6415], [2.3849, -2.1885, -1.1783], [2.0994, -3.1723, -0.0767], [3.2861, -3.3304, 0.8751], [4.8504, -2.1454, 2.3500], [-0.2434, -1.7951, 2.9810], [0.3834, -0.9589, 4.4072], [-0.0769, -2.5737, 4.5378], [1.7540, -3.3707, 2.9758], [2.4869, -2.3998, 4.2664], [2.7644, -0.4945, 2.7655], [1.7129, -1.1962, 1.5645], [4.2110, -0.1091, 0.9490], [4.8230, -1.3487, -0.1042], [2.1092, -0.1654, -0.1849], [3.2481, -0.2317, -1.4758], [1.4585, -1.9633, -1.7201], [2.9728, -2.5913, -2.0075], [1.1538, -3.0356, 0.4527], [1.8581, -4.1033, -0.6043], [3.0026, -4.0097, 1.6766], [4.1566, -3.7005, 0.3414], [5.6629, -2.6416, 1.8324], [4.5746, -2.6110, 3.2939], [5.1336, -1.1165, 2.5703], [6.9756, -1.5067, -8.1136], [5.9883, -0.8186, -7.1584], [4.6536, -1.5341, -7.1318], [3.6432, -1.0417, -6.1024], [3.2826, 0.4074, -6.4545], [2.0537, 0.8848, -5.6576], [0.8028, 0.0620, -5.8196], [1.1508, -1.4212, -5.5791], [2.3485, -1.8192, -6.4261], [4.0315, -1.3628, -4.6975], [6.5610, -1.7543, -9.0945], [7.5109, -2.3941, -7.7790], [7.7368, -0.7737, -8.3884], [5.9696, 0.2116, -7.5220], [6.3602, -0.6384, -6.1450], [4.7110, -2.6017, -6.9169], [4.2473, -1.4294, -8.1385], [3.1624, 0.4225, -7.5329], [4.1751, 0.9116, -6.0838], [1.9547, 1.9528, -5.8733], [2.3408, 1.0081, -4.6053], [0.4012, 0.2125, -6.8262], [0.0637, 0.4504, -5.1208], [0.3144, -2.0415, -5.8992], [1.2728, -1.4603, -4.4955], [2.2301, -1.7642, -7.5040], [2.5915, -2.8435, -6.1327], [3.3821, -0.8157, -4.0225], [5.0794, -1.1342, -4.5177], [3.9170, -2.4402, -4.6015], [-2.7111, -2.6790, -2.8315], [-2.9579, -2.6181, -1.3490], [-3.6242, -3.6571, -0.8043], [-3.8529, -3.6986, 0.5457], [-3.5386, -2.6078, 1.3438], [-2.8163, -1.5674, 0.7657], [-2.5631, -1.5910, -0.6005], [-3.7880, -2.6014, 2.8166], [-4.7945, -1.8268, 3.3469], [-4.9773, -1.7662, 4.7244], [-4.2060, -2.4690, 5.5532], [-3.3061, -3.3440, 5.0504], [-3.0616, -3.3947, 3.6996], [-4.3740, -2.4085, 7.0039], [-2.0141, -1.8566, -2.9922], [-3.6694, -2.4123, -3.2776], [-2.2895, -3.6493, -3.0615], [-3.8303, -4.4913, -1.4568], [-4.3168, -4.5916, 0.9437], [-2.5692, -0.6648, 1.3091], [-2.1836, -0.7197, -1.1098], [-5.3935, -1.1768, 2.7195], [-5.7840, -1.1764, 5.1336], [-2.7040, -3.8872, 5.7633], [-2.2117, -3.9240, 3.2881], [-4.7971, -3.3382, 7.3697], [-4.9465, -1.5102, 7.2254], [-3.3911, -2.1383, 7.4041], [3.5877, 5.0053, 0.7574], [4.4860, 5.3779, 1.6713], [4.1901, 4.9025, -0.4258], [3.1576, 3.8096, 1.1209], [2.2112, 6.2845, 0.7740], [1.5835, 6.3261, -0.5183], [1.2975, 5.9616, 1.8411], [3.1599, 7.6308, 1.1194], [2.3335, 8.9652, 1.1314], [1.9211, 9.5544, -0.1237], [1.3869, 8.9969, 2.2305], [3.7594, 10.0703, 1.6527], [3.3685, 11.3201, 1.9310], [4.4302, 9.6025, 2.7172], [4.6423, 10.1434, 0.6382], [-2.3323, 2.9160, 6.4234], [-2.9734, 2.8264, 5.2808], [-1.0307, 2.9796, 6.2228], [-2.6831, 3.9944, 7.0941], [-2.7984, 1.4505, 7.5403], [-3.6646, 1.9659, 8.5671], [-3.4241, 0.4313, 6.7163], [-1.3404, 1.0579, 8.3366], [-0.9134, -0.3239, 7.7733], [-1.7225, -1.4310, 8.2732], [-0.5775, -0.2808, 6.3577], [0.7776, -0.4990, 8.6418], [1.5037, -1.4603, 8.0440], [1.4722, 0.6184, 8.5206], [0.6378, -0.8653, 9.9062], [-8.3037, -1.3799, -3.8239], [-9.2805, -0.4950, -3.6501], [-8.8327, -2.5901, -3.9076], [-7.6689, -1.0830, -4.9601], [-7.0710, -1.3031, -2.4155], [-7.7339, -1.9434, -1.2898], [-5.9139, -2.0466, -2.9134], [-6.9186, 0.3706, -2.3850], [-5.8484, 0.5684, -1.2495], [-6.3324, 0.2081, 0.0694], [-4.5289, 0.0392, -1.5298], [-5.7607, 2.4696, -1.1575], [-5.5259, 2.9984, -2.3536], [-6.9549, 2.8683, -0.7624], [-4.7793, 2.8076, -0.3593], [-1.5932, 1.9417, -2.8206], [-2.2304, 2.8490, -2.1200], [-2.3295, 0.9069, -3.2185], [-1.1221, 2.5699, -3.9090], [-0.1658, 1.2523, -1.7627], [0.0924, -0.0797, -2.3082], [0.9275, 2.1849, -1.8945], [-0.8788, 1.0737, -0.2719], [-0.3277, 2.2409, 0.6205], [0.9812, 2.0036, 1.2096], [-0.5149, 3.5332, -0.0300], [-1.4979, 2.1140, 2.0780], [-1.2894, 0.9182, 2.6567], [-1.2906, 3.0925, 2.9306], [-2.7463, 2.2342, 1.6435]],
  "forces_ev_per_a": [[-0.683, -0.040, 0.189], [0.742, 0.450, -0.491], [-0.101, 0.076, -0.581], [2.044, -0.709, -1.858], [0.026, 1.096, -0.868], [0.316, -0.659, 0.768], [-1.563, 1.876, -0.363], [-0.043, -1.178, -0.593], [-1.762, -0.005, 0.574], [-1.198, 0.947, 1.050], [0.078, 0.100, -0.082], [0.392, 0.167, -0.276], [0.282, -0.282, -0.070], [-0.241, -0.093, 0.304], [-0.149, -0.215, 0.164], [-0.027, -0.020, 0.130], [-0.405, 0.098, 0.422], [-0.242, 0.136, -0.082], [0.203, -0.664, 0.647], [-0.580, -0.361, -0.391], [0.364, 0.159, 0.246], [-0.187, -0.050, 0.254], [0.779, -0.118, 0.551], [0.184, 0.735, 0.170], [0.579, -0.370, 0.398], [0.386, -0.258, -0.125], [0.278, 0.323, 0.195], [-0.326, -0.212, -0.274], [0.340, -0.306, -0.057], [0.259, -0.106, 0.144], [0.670, 0.304, -0.359], [0.593, 0.228, 0.227], [0.029, 0.104, 0.345], [-1.613, -0.331, -2.018], [0.345, -0.327, 2.160], [1.275, 0.942, 0.268], [0.003, 0.132, -0.511], [-0.590, 1.717, -0.580], [0.805, -0.925, 1.534], [0.280, 0.223, -0.529], [-0.523, -0.041, 0.226], [-0.288, -0.017, 0.409], [0.154, -0.068, 0.262], [-0.891, -0.066, -0.198], [0.408, -0.637, -0.045], [0.506, -0.048, -0.095], [-0.530, -0.022, 0.228], [0.076, 0.155, -0.041], [-0.149, 0.687, -0.613], [-0.434, -0.129, -0.543], [-0.057, -0.576, 0.111], [-0.030, -0.100, -0.029], [-0.099, -0.302, 0.037], [0.025, -0.179, 0.230], [0.319, -0.755, -0.050], [-0.379, 0.180, 0.038], [0.058, -0.148, -0.508], [0.052, -0.094, 0.099], [-0.084, 0.307, -0.067], [-0.121, 0.025, 0.226], [-0.166, 1.536, 1.342], [-0.231, -0.933, -0.398], [0.796, 0.050, 0.310], [-0.666, -0.494, -0.176], [1.327, 0.288, 0.251], [-0.729, 0.141, -0.233], [-0.593, 0.487, 0.072], [-0.538, -0.142, -0.091], [-0.218, 0.779, 0.294], [-0.121, 0.043, -0.641], [-0.303, -1.026, -0.673], [0.511, 0.722, -0.190], [0.470, 0.112, -0.373], [0.425, 1.115, 0.297], [0.152, -0.236, -0.420], [0.020, -0.387, -0.307], [-0.137, -0.032, -0.216], [-0.244, 0.100, -0.063], [-0.132, 0.134, 0.100], [0.175, -0.069, 0.031], [0.399, -0.130, 0.051], [-0.116, -0.119, -0.051], [0.254, 0.147, 0.287], [-0.091, 0.015, 0.114], [-0.125, -0.429, 0.353], [-0.004, 0.067, 0.086], [-0.391, -0.316, 0.061], [-0.038, -0.513, 0.244], [0.036, 0.901, 0.709], [0.438, -0.075, -0.042], [-0.012, 0.023, -0.160], [-0.431, -0.420, -0.225], [-0.856, 2.287, 0.616], [0.929, -0.307, -0.325], [1.109, -0.507, 0.075], [-0.999, -2.470, -1.274], [-0.606, 1.128, 1.106], [0.282, -0.482, 0.421], [0.368, 0.363, -0.668], [0.422, -0.374, -0.265], [-0.224, -0.276, -0.029], [-0.307, 0.093, -0.056], [-0.049, 0.083, 0.072], [0.447, -0.468, 1.104], [-0.277, 0.060, -0.352], [0.217, -0.301, -0.346], [-0.404, 0.481, -0.150], [0.008, 0.000, 2.536], [0.372, 0.394, -0.579], [0.828, 0.126, -0.415], [-2.406, 0.687, -1.540], [1.327, -0.725, 0.029], [0.767, 0.008, -0.569], [-0.072, -0.771, 0.401], [-0.627, -0.294, -0.716], [-0.217, -0.256, -0.289], [-0.052, 0.286, 0.380], [-0.034, 0.390, 0.255], [0.403, 0.819, 0.267], [-0.041, -0.110, 0.061], [0.110, -0.215, -0.024], [-0.099, -0.198, -0.091], [-0.982, -0.652, -0.494], [0.400, 0.958, -0.846], [-0.451, 0.726, 0.108], [0.188, -2.840, -0.045], [0.598, 1.295, 2.148], [0.222, 0.205, -0.077], [0.267, 0.425, -0.369], [-0.246, -1.707, -1.387], [0.121, 0.110, -0.342], [0.063, 0.486, 0.611], [-0.060, 0.245, 0.705], [1.325, 0.517, 0.425], [-0.728, -0.597, -0.050], [-0.477, 0.296, 0.135], [0.218, -0.529, -0.073], [-0.281, -0.222, 0.203], [-0.461, -0.019, 0.017], [-0.589, -0.723, 0.061], [1.065, -1.073, -2.752], [1.238, 4.004, 1.182], [-0.846, -0.701, -0.245], [-0.223, -1.521, 1.344], [0.461, 0.744, -1.073], [-0.474, -0.025, 0.278], [0.433, -0.277, 0.184], [-0.377, -0.667, 0.072]],
  "mulliken_charge": [-1.063, -0.251, -0.134, 0.337, -1.543, 0.420, 0.414, -0.170, -1.204, -0.941, -0.086, 0.427, 0.514, 0.150, 0.360, 0.379, -0.178, 0.666, 0.355, -0.604, 0.758, -0.241, 0.064, -0.164, 0.635, 0.561, 0.514, 0.355, 0.382, 0.417, -1.396, -0.363, -0.721, 0.395, -0.743, -0.635, -0.515, 0.538, -1.106, -0.912, 0.363, 0.341, 0.383, 0.355, 0.360, 0.395, 0.443, 0.376, 0.550, 0.555, 0.076, 0.444, -0.089, 0.553, -0.570, 0.475, 0.506, 0.119, 0.475, 0.334, -0.509, 0.577, -0.934, -0.261, 0.236, 0.167, -0.454, -0.091, -0.493, -0.111, 0.207, -0.527, -0.432, -0.988, -0.110, 0.205, 0.511, 0.479, 0.608, 0.664, 0.041, 0.675, 0.439, 0.431, 0.550, 0.358, 0.377, 0.397, 0.653, -0.233, -0.247, -0.201, 1.007, -0.629, -0.610, -0.366, 1.004, -0.648, -0.644, 0.635, -0.225, -0.235, -0.248, 0.650, -0.183, -0.217, -0.226, 0.942, -0.707, -0.427, -0.608, 1.234, -0.864, -0.461, 0.419, -0.236, -0.210, -0.196, 0.500, -0.211, -0.202, -0.225, 1.038, -0.667, -0.634, -0.592, 1.062, -0.688, -0.299, 0.430, -0.235, -0.213, -0.104, 0.463, -0.172, -0.219, -0.221, -0.098, 0.098, -0.632, 0.219, 0.746, -0.613, -0.634, 0.460, -0.030, -0.199, -0.184],
  "total_energy_ha": -8704.207231,
  "max_force_ev_per_a": 4.35
}